(one)
The following is a DFT calculation (wB97M-V/def2-TZVPD) of a 3-piece molecular cluster, C4H16NO3 overall.

Last column: Löwdin charge in e.
CARTESIAN COORDINATES (ANGSTROEM)
C  -0.450  0.804  -0.536  -0.1873
O  -0.843  2.084  0.025  -0.0724
C  0.338  0.111  0.550  -0.2582
C  1.081  -1.014  -0.196  -0.2143
C  0.275  -2.335  -0.002  -0.0625
N  1.333  1.128  1.034  0.2103
H  -1.394  0.328  -0.764  0.1369
H  0.048  0.939  -1.491  0.1329
H  -1.466  2.538  -0.556  0.1075
H  -0.250  -0.330  1.379  0.1742
H  1.243  -0.972  -1.270  0.1160
H  2.084  -1.102  0.205  0.1062
H  0.626  -3.221  -0.447  0.0592
H  0.430  -2.475  1.119  0.1084
H  -0.717  -2.111  -0.391  0.0821
H  1.274  2.006  0.480  0.1719
H  2.308  0.879  0.870  0.1637
H  1.262  1.434  2.024  0.1174
H  2.489  2.789  3.444  0.0685
H  1.283  2.609  4.261  0.0786
O  1.849  2.100  3.663  -0.0389
H  -3.806  -1.930  -5.061  0.0564
H  -4.620  -2.590  -4.051  0.0429
O  -4.379  -1.668  -4.290  -0.0993

As for the net charge: +1. The value obtained for the LUMO energy is -3.07 eV. The value obtained for the HOMO-LUMO gap is 0.3839 Eh.



(two)
The following is a DFT calculation (wB97M-V/def2-TZVPD) of a 3-piece molecular cluster, C4H16NO3 overall.

Last column: Löwdin charge in e.
CARTESIAN COORDINATES (ANGSTROEM)
C  2.313  0.925  1.196  -0.0175
C  1.562  -0.104  0.367  -0.3452
C  1.229  0.295  -1.053  -0.1332
C  0.786  -0.889  -1.902  -0.2062
O  -0.651  -1.047  -1.827  -0.0810
N  0.303  -0.517  1.071  0.2020
H  2.895  0.449  1.977  0.0930
H  1.604  1.669  1.550  0.0920
H  2.991  1.510  0.584  0.0933
H  2.117  -1.017  0.384  0.1423
H  0.472  1.068  -1.086  0.1289
H  2.107  0.798  -1.463  0.1324
H  1.036  -0.797  -2.963  0.1279
H  1.167  -1.830  -1.531  0.1208
H  -1.093  -0.219  -2.040  0.0903
H  -0.400  -1.042  0.538  0.1551
H  0.394  -1.101  1.930  0.1230
H  -0.230  0.255  1.479  0.1722
H  0.416  -3.186  3.184  0.0733
H  -1.083  -2.936  3.209  0.0768
O  -0.260  -2.584  2.844  -0.0401
H  -6.442  2.845  -2.047  0.0325
H  -5.601  4.113  -2.482  0.0295
O  -5.633  3.343  -1.916  -0.0620

As for the net charge: +1. The value obtained for the LUMO energy is -2.95 eV. The value obtained for the HOMO-LUMO gap is 0.3837 Eh.



(three)
The following is a DFT calculation (wB97M-V/def2-TZVPD) of a 4-piece molecular cluster, C4H16NO3 overall.

Last column: Löwdin charge in e.
CARTESIAN COORDINATES (ANGSTROEM)
C  -0.600  0.019  2.909  -0.1736
C  0.611  0.809  2.503  -0.2830
C  1.001  0.734  0.973  -0.0774
C  0.907  -0.483  0.378  -0.1222
N  1.014  -0.632  -1.093  0.0782
H  -0.461  -1.136  3.249  0.1218
H  -1.404  0.053  2.066  0.0938
H  -1.287  0.416  3.702  0.0735
H  1.657  0.536  3.108  0.1702
H  0.461  1.871  2.760  0.0961
H  1.308  1.789  0.600  0.1465
H  0.340  -1.430  0.856  0.1751
H  1.601  -1.400  -1.356  0.1258
H  0.061  -0.997  -1.517  0.0817
H  1.210  0.356  -1.635  0.2064
H  3.964  0.413  -1.560  0.0923
H  3.562  0.588  -3.014  0.0629
O  3.161  0.458  -2.145  -0.0730
H  -2.219  -0.681  -1.622  0.0270
H  -1.648  -1.500  -2.673  0.0702
O  -1.389  -1.152  -1.835  -0.0185
H  -3.700  0.972  -2.052  0.0372
H  -4.525  0.134  -1.137  0.0889
O  -3.625  0.262  -1.466  0.0000

As for the net charge: +1. The value obtained for the LUMO energy is -2.72 eV. The value obtained for the HOMO-LUMO gap is 0.3897 Eh.



The computed energies, referenced to the most stable structure and given in eV, are (one) 0.780; (two) 0.000; (three) 1.762.



(one)
The following is a DFT calculation (wB97M-V/def2-TZVPD) of C7H8N4O in the gas phase.

Last column: Löwdin charge in e.
CARTESIAN COORDINATES (ANGSTROEM)
H  4.038  -1.408  0.494  0.0383
N  3.700  -0.530  0.068  0.0829
C  2.406  -0.525  0.154  -0.5060
N  1.588  -1.569  0.525  0.1172
N  1.755  0.692  -0.260  0.1494
C  0.507  1.319  -0.185  -0.3677
O  0.469  2.551  -0.101  0.0630
C  -0.746  0.485  -0.168  -0.1718
C  -1.922  1.078  0.347  0.0036
C  -2.997  0.267  0.547  -0.0548
C  -3.019  -1.025  0.005  -0.0551
C  -1.863  -1.509  -0.540  -0.1176
N  -0.714  -0.797  -0.561  0.0688
H  2.047  -2.460  0.726  0.1038
H  0.620  -1.567  0.182  0.0352
H  2.403  1.370  -0.625  0.1332
H  -1.786  2.172  0.548  0.1381
H  -3.888  0.625  1.078  0.1176
H  -3.810  -1.754  0.044  0.1058
H  -1.876  -2.495  -1.001  0.1161

The value obtained for the LUMO energy is -0.34 eV. The value obtained for the HOMO-LUMO gap is 0.3141 Eh.



(two)
The following is a DFT calculation (wB97M-V/def2-TZVPD) of C7H8N4O in the gas phase.

Last column: Löwdin charge in e.
CARTESIAN COORDINATES (ANGSTROEM)
C  3.671  -0.904  -0.057  -0.0636
C  2.313  -0.338  -0.050  -0.4103
N  2.391  0.967  -0.114  0.1107
C  1.209  1.574  -0.074  -0.1158
C  0.000  1.038  0.243  -0.0952
C  0.080  -0.457  0.236  -0.2114
N  1.168  -1.116  0.001  0.1726
N  -1.128  -1.240  0.150  0.1633
C  -2.338  -0.586  -0.105  -0.4848
O  -3.426  -1.198  -0.029  0.0260
N  -2.321  0.782  -0.430  0.0610
C  -1.418  1.609  0.241  -0.1781
H  3.651  -2.038  -0.619  0.1400
H  3.897  -1.323  0.981  0.0922
H  4.452  -0.276  -0.532  0.0771
H  1.068  2.686  -0.153  0.1314
H  -1.199  -2.273  0.009  0.1777
H  -3.298  1.032  -0.331  0.1436
H  -1.315  2.691  -0.212  0.1617
H  -1.712  1.711  1.240  0.1022

The value obtained for the LUMO energy is 0.66 eV. The value obtained for the HOMO-LUMO gap is 0.3742 Eh.



The computed energies, referenced to the most stable structure and given in eV, are (one) 0.000; (two) 0.336.



(one)
The following is a DFT calculation (wB97M-V/def2-TZVPD) of an isolated ion of composition C6H12N3 and charge +1.

Last column: Löwdin charge in e.
CARTESIAN COORDINATES (ANGSTROEM)
C  1.288  2.227  0.094  -0.0159
C  1.379  0.767  0.070  -0.4089
N  2.507  0.171  -0.050  0.0982
C  2.342  -1.186  -0.039  -0.0940
C  1.008  -1.462  -0.079  -0.0859
N  0.414  -0.216  -0.017  -0.0095
C  -1.281  0.109  0.184  -0.1470
C  -1.738  -1.064  1.061  -0.0168
N  -1.629  -0.093  -1.223  0.2231
H  2.302  2.519  0.130  0.0763
H  0.795  2.710  -0.735  0.0690
H  0.598  2.684  0.918  0.1185
H  3.252  -1.773  0.112  0.1207
H  0.557  -2.346  -0.005  0.0623
H  -1.212  1.124  0.581  0.1543
H  -2.795  -0.905  1.116  0.0862
H  -1.108  -0.990  1.948  0.1118
H  -1.507  -2.054  0.625  0.0936
H  -1.953  -1.042  -1.471  0.1910
H  -2.378  0.644  -1.457  0.2200
H  -0.840  0.177  -1.764  0.1531

As for the net charge: +1. The value obtained for the LUMO energy is -4.01 eV. The value obtained for the HOMO-LUMO gap is 0.3036 Eh.



(two)
The following is a DFT calculation (wB97M-V/def2-TZVPD) of an isolated ion of composition C6H12N3 and charge +1.

Last column: Löwdin charge in e.
CARTESIAN COORDINATES (ANGSTROEM)
C  0.797  -1.536  0.551  -0.1630
C  -0.729  0.370  1.973  0.0879
C  0.052  -1.334  -0.693  -0.2820
C  -0.694  0.803  0.752  -0.3711
C  0.764  -0.840  -1.937  -0.0415
C  -0.510  2.156  0.198  -0.0181
N  1.747  -0.681  0.703  -0.0941
N  2.449  0.194  0.766  0.3015
N  -1.046  -0.185  -0.327  0.1065
H  0.516  -1.981  1.494  0.1260
H  -0.316  1.012  2.775  0.1187
H  -0.702  -0.650  2.257  0.0608
H  -0.441  -2.297  -0.941  0.1557
H  0.010  -0.863  -2.749  0.0984
H  1.684  -1.562  -2.049  0.1490
H  1.059  0.218  -1.709  0.0888
H  0.500  2.329  0.086  0.0503
H  -0.868  2.945  0.995  0.1546
H  -1.020  2.197  -0.783  0.0950
H  -1.274  0.366  -1.222  0.1735
H  -1.977  -0.661  -0.139  0.2031

As for the net charge: +1. The value obtained for the LUMO energy is -3.48 eV. The value obtained for the HOMO-LUMO gap is 0.3430 Eh.



(three)
The following is a DFT calculation (wB97M-V/def2-TZVPD) of an isolated ion of composition C6H12N3 and charge +1.

Last column: Löwdin charge in e.
CARTESIAN COORDINATES (ANGSTROEM)
C  1.692  0.819  -0.728  -0.0353
C  0.937  0.575  0.560  -0.3426
C  1.841  -0.192  1.601  -0.0311
C  -0.144  -0.326  0.219  -0.2712
N  -0.041  -1.655  0.424  0.1719
N  -1.213  -2.143  -0.039  0.0767
C  -1.981  -1.186  -0.545  0.0260
N  -1.303  -0.010  -0.354  -0.0082
C  -1.812  1.258  -0.802  0.0222
H  0.912  1.326  -1.265  0.0524
H  1.749  -0.182  -1.169  0.0968
H  2.711  1.265  -0.530  0.1297
H  0.709  1.491  1.085  0.1494
H  2.707  -0.729  0.997  0.1376
H  1.258  -0.863  2.131  0.0405
H  2.361  0.434  2.227  0.0493
H  -1.406  -3.188  -0.011  0.2235
H  -2.903  -1.441  -1.015  0.1607
H  -2.290  1.852  0.053  0.1445
H  -1.086  1.797  -1.412  0.1015
H  -2.698  1.098  -1.427  0.1057

As for the net charge: +1. The value obtained for the LUMO energy is -3.58 eV. The value obtained for the HOMO-LUMO gap is 0.4132 Eh.



The computed energies, referenced to the most stable structure and given in eV, are (one) 1.342; (two) 2.679; (three) 0.000.